Record 1
{"formula": "C66H162Cl6N10", "method": "ωB97M-V/def2-TZVPD", "charge": 0, "lumo_ev": 0.5, "energy_ha": -5920.29868, "gap_ev": 8.61, "elements": ["C", "C", "N", "C", "C", "C", "C", "H", "H", "H", "H", "H", "H", "H", "H", "H", "H", "H", "H", "H", "H", "H", "C", "C", "N", "C", "C", "C", "C", "H", "H", "H", "H", "H", "H", "H", "H", "H", "H", "H", "H", "H", "H", "H", "C", "C", "N", "C", "C", "C", "C", "H", "H", "H", "H", "H", "H", "H", "H", "H", "H", "H", "H", "H", "H", "H", "C", "C", "N", "C", "C", "C", "C", "H", "H", "H", "H", "H", "H", "H", "H", "H", "H", "H", "H", "H", "H", "H", "C", "C", "N", "C", "C", "C", "C", "H", "H", "H", "H", "H", "H", "H", "H", "H", "H", "H", "H", "H", "H", "H", "C", "C", "N", "C", "C", "C", "C", "H", "H", "H", "H", "H", "H", "H", "H", "H", "H", "H", "H", "H", "H", "H", "C", "C", "N", "C", "C", "C", "C", "H", "H", "H", "H", "H", "H", "H", "H", "H", "H", "H", "H", "H", "H", "H", "C", "C", "N", "C", "C", "C", "C", "H", "H", "H", "H", "H", "H", "H", "H", "H", "H", "H", "H", "H", "H", "H", "C", "C", "N", "C", "C", "C", "C", "H", "H", "H", "H", "H", "H", "H", "H", "H", "H", "H", "H", "H", "H", "H", "C", "C", "N", "C", "C", "C", "C", "H", "H", "H", "H", "H", "H", "H", "H", "H", "H", "H", "H", "H", "H", "H", "Cl", "C", "C", "Cl", "H", "H", "H", "H", "Cl", "C", "C", "Cl", "H", "H", "H", "H", "Cl", "C", "C", "Cl", "H", "H", "H", "H"], "xyz": [[-10.719, -12.899, 23.276], [-11.504, -13.223, 24.508], [-11.395, -14.596, 25.088], [-12.309, -14.716, 26.233], [-13.737, -15.096, 25.801], [-10.012, -14.862, 25.398], [-9.395, -13.899, 26.456], [-9.645, -12.817, 23.486], [-11.058, -11.892, 22.983], [-10.890, -13.702, 22.601], [-11.275, -12.459, 25.298], [-12.528, -13.022, 24.148], [-11.857, -15.457, 26.908], [-12.427, -13.763, 26.800], [-14.404, -15.406, 26.585], [-14.191, -14.207, 25.354], [-13.682, -15.903, 25.076], [-9.367, -14.755, 24.487], [-9.935, -15.875, 25.776], [-10.038, -13.806, 27.328], [-9.190, -12.878, 26.058], [-8.399, -14.272, 26.768], [-13.769, -3.718, 29.916], [-12.820, -4.827, 30.231], [-11.981, -5.156, 29.117], [-11.578, -6.622, 29.109], [-12.733, -7.476, 28.711], [-10.827, -4.276, 29.049], [-10.055, -4.408, 27.670], [-13.293, -2.700, 29.641], [-14.509, -3.474, 30.704], [-14.339, -3.964, 29.015], [-12.247, -4.556, 31.102], [-13.461, -5.695, 30.538], [-10.681, -6.807, 28.539], [-11.176, -6.846, 30.100], [-12.436, -8.489, 28.732], [-13.580, -7.509, 29.371], [-12.979, -7.182, 27.677], [-10.180, -4.411, 29.948], [-11.151, -3.222, 29.059], [-10.139, -5.367, 27.084], [-9.025, -4.073, 27.820], [-10.536, -3.654, 27.020], [-10.799, -14.494, 19.599], [-11.800, -15.541, 19.989], [-12.867, -14.891, 20.693], [-13.804, -14.101, 19.904], [-14.160, -12.696, 20.493], [-13.562, -15.676, 21.619], [-14.201, -17.071, 21.079], [-11.210, -13.607, 19.047], [-10.026, -14.897, 18.888], [-10.215, -14.111, 20.413], [-12.139, -16.027, 19.064], [-11.405, -16.289, 20.652], [-13.333, -13.923, 18.929], [-14.732, -14.637, 19.702], [-14.825, -12.279, 19.715], [-14.714, -12.845, 21.441], [-13.247, -12.090, 20.575], [-14.308, -15.063, 22.146], [-12.867, -15.943, 22.411], [-14.672, -17.127, 20.118], [-14.948, -17.510, 21.797], [-13.373, -17.786, 21.157], [-15.708, -13.352, 29.529], [-14.962, -14.191, 30.510], [-13.660, -13.802, 30.963], [-13.268, -14.363, 32.199], [-13.803, -13.654, 33.449], [-12.694, -14.046, 29.871], [-11.485, -13.213, 30.084], [-15.294, -13.312, 28.578], [-15.993, -12.402, 30.059], [-16.689, -13.884, 29.388], [-15.634, -14.259, 31.356], [-14.868, -15.223, 30.104], [-12.156, -14.283, 32.268], [-13.604, -15.420, 32.149], [-13.628, -12.586, 33.478], [-13.329, -14.100, 34.318], [-14.889, -13.783, 33.509], [-12.501, -15.145, 29.740], [-13.175, -13.727, 28.932], [-10.895, -13.495, 30.961], [-10.757, -13.307, 29.267], [-11.829, -12.174, 30.116], [-16.421, -7.827, 29.342], [-16.328, -9.353, 29.150], [-16.799, -10.182, 30.267], [-18.234, -10.027, 30.527], [-18.878, -11.268, 31.227], [-15.942, -9.957, 31.414], [-14.487, -10.024, 31.087], [-17.392, -7.475, 28.993], [-15.667, -7.357, 28.756], [-16.218, -7.457, 30.387], [-16.946, -9.601, 28.278], [-15.371, -9.780, 28.953], [-18.419, -9.120, 31.137], [-18.833, -9.856, 29.588], [-18.559, -12.147, 30.654], [-18.657, -11.391, 32.274], [-19.935, -11.329, 31.143], [-16.121, -10.745, 32.139], [-16.131, -8.969, 31.966], [-13.866, -10.129, 31.978], [-14.162, -9.135, 30.579], [-14.236, -10.943, 30.483], [-14.471, -9.026, 18.776], [-15.652, -8.137, 19.098], [-16.641, -8.165, 18.046], [-17.671, -7.227, 18.313], [-18.903, -7.516, 17.500], [-16.212, -8.362, 16.629], [-15.398, -7.262, 15.864], [-13.887, -8.801, 17.894], [-14.837, -10.057, 18.628], [-13.803, -9.131, 19.650], [-16.167, -8.441, 20.012], [-15.247, -7.147, 19.302], [-17.906, -7.293, 19.391], [-17.460, -6.236, 18.055], [-18.844, -7.322, 16.426], [-19.307, -8.504, 17.603], [-19.652, -6.833, 17.883], [-17.123, -8.666, 16.047], [-15.540, -9.257, 16.572], [-15.761, -6.289, 16.036], [-15.426, -7.600, 14.806], [-14.398, -7.201, 16.275], [-9.905, -5.631, 23.269], [-10.627, -6.625, 22.381], [-10.071, -6.602, 20.967], [-10.244, -5.342, 20.308], [-11.648, -4.960, 19.909], [-10.475, -7.691, 20.125], [-10.156, -9.145, 20.598], [-10.238, -4.578, 23.075], [-8.818, -5.683, 23.222], [-10.230, -5.886, 24.306], [-10.314, -7.657, 22.777], [-11.761, -6.534, 22.382], [-9.782, -4.542, 20.921], [-9.722, -5.281, 19.322], [-12.022, -5.412, 19.002], [-12.433, -5.156, 20.711], [-11.836, -3.916, 19.675], [-9.949, -7.628, 19.141], [-11.600, -7.538, 19.845], [-10.572, -9.465, 21.586], [-9.078, -9.390, 20.495], [-10.621, -9.884, 19.869], [-9.348, -10.015, 27.990], [-9.143, -9.231, 26.664], [-7.778, -8.981, 26.333], [-7.608, -8.617, 24.928], [-7.641, -9.877, 23.995], [-7.123, -8.103, 27.300], [-5.593, -8.037, 27.161], [-10.311, -10.508, 27.918], [-9.331, -9.491, 28.982], [-8.624, -10.806, 28.099], [-9.616, -9.835, 25.886], [-9.720, -8.243, 26.643], [-6.662, -8.113, 24.736], [-8.421, -7.911, 24.645], [-8.523, -10.481, 23.970], [-6.832, -10.529, 24.367], [-7.583, -9.471, 22.986], [-7.536, -7.028, 27.215], [-7.274, -8.631, 28.235], [-5.234, -9.044, 27.233], [-5.186, -7.429, 26.332], [-5.181, -7.523, 28.106], [-21.182, -13.585, 20.054], [-20.353, -13.169, 18.822], [-19.228, -12.247, 19.247], [-18.500, -11.837, 18.031], [-17.461, -12.829, 17.654], [-19.814, -11.004, 19.903], [-18.615, -10.250, 20.562], [-22.196, -13.959, 19.797], [-21.301, -12.805, 20.813], [-20.571, -14.377, 20.569], [-20.025, -14.106, 18.342], [-20.949, -12.591, 18.103], [-19.246, -11.676, 17.246], [-17.954, -10.867, 18.258], [-16.960, -12.607, 16.765], [-16.729, -12.939, 18.488], [-17.853, -13.807, 17.544], [-20.479, -11.228, 20.692], [-20.261, -10.320, 19.208], [-17.773, -10.924, 20.665], [-18.989, -9.972, 21.576], [-18.212, -9.374, 20.077], [-14.141, -11.454, 26.280], [-14.568, -10.004, 25.956], [-14.378, -9.567, 24.575], [-12.984, -9.404, 24.195], [-12.160, -8.571, 25.116], [-14.924, -10.434, 23.549], [-15.250, -9.776, 22.231], [-13.017, -11.591, 26.265], [-14.526, -12.140, 25.556], [-14.478, -11.785, 27.276], [-15.665, -9.855, 26.128], [-14.030, -9.331, 26.633], [-12.528, -10.427, 24.121], [-12.816, -9.032, 23.179], [-11.189, -8.326, 24.637], [-12.637, -7.608, 25.412], [-11.933, -9.087, 26.064], [-15.817, -10.828, 24.024], [-14.231, -11.347, 23.474], [-16.306, -9.486, 22.133], [-15.042, -10.466, 21.415], [-14.683, -8.877, 22.136], [-18.463, -9.453, 25.935], [-17.888, -8.425, 24.523], [-16.829, -7.404, 24.790], [-17.353, -6.103, 25.935], [-18.771, -7.940, 24.084], [-17.534, -9.094, 23.768], [-16.551, -6.897, 23.857], [-15.920, -7.864, 25.148], [-12.417, -2.438, 25.316], [-13.490, -3.652, 25.953], [-13.320, -5.059, 25.459], [-13.896, -5.421, 23.808], [-14.519, -3.306, 25.809], [-13.394, -3.782, 27.048], [-13.863, -5.742, 26.195], [-12.255, -5.265, 25.500], [-16.542, -13.614, 24.115], [-17.409, -13.442, 22.560], [-17.283, -14.474, 21.540], [-18.043, -15.960, 22.139], [-17.278, -12.435, 22.169], [-18.435, -13.319, 22.777], [-16.198, -14.634, 21.262], [-17.780, -14.126, 20.633]]}

=====

Record 2
{"formula": "C11H12EuN2O4Se", "method": "ωB97M-V/def2-TZVPD", "multiplicity": 8, "e_above_lowest_kj_mol": 1804.7, "charge": 2, "lumo_ev": [-8.9, -10.9], "energy_ha": -3947.30918, "gap_ev": [5.34, 3.38], "elements": ["Eu", "O", "C", "C", "O", "C", "O", "C", "O", "C", "H", "H", "C", "H", "H", "C", "N", "C", "C", "N", "C", "C", "Se", "H", "H", "H", "H", "H", "H", "H", "H"], "xyz": [[0.697, 0.364, -1.110], [0.839, 3.398, -0.777], [0.786, 2.255, -0.924], [0.606, -1.536, -1.084], [0.550, -2.686, -1.034], [2.600, 0.274, -1.112], [3.751, 0.219, -1.089], [-1.205, 0.457, -1.154], [-2.357, 0.512, -1.157], [0.730, 1.053, -6.201], [-0.161, 1.654, -6.347], [1.677, 1.566, -6.327], [0.664, -0.326, -6.260], [1.559, -0.914, -6.432], [-0.279, -0.826, -6.452], [0.378, -2.666, 3.075], [-0.383, -1.417, 3.088], [-1.548, -1.224, 3.738], [-1.933, 0.089, 3.563], [-1.006, 0.710, 2.806], [-1.030, 2.124, 2.441], [-0.076, -0.230, 2.519], [1.414, 0.067, 1.661], [1.310, -2.573, 2.479], [-0.239, -3.476, 2.634], [0.660, -2.942, 4.113], [-2.066, -1.978, 4.316], [-2.813, 0.562, 3.979], [-1.950, 2.344, 1.859], [-1.025, 2.747, 3.362], [-0.149, 2.402, 1.830]]}

=====

Record 3
{"formula": "C7H8N2O", "method": "ωB97M-V/def2-TZVPD", "smiles": "CNC(=O)c1cccnc1", "e_above_lowest_kj_mol": 150.2, "charge": 0, "lumo_ev": 0.7, "energy_ha": -456.23702, "gap_ev": 10.08, "elements": ["C", "C", "C", "C", "C", "C", "C", "H", "H", "H", "H", "H", "H", "H", "H", "N", "N", "O"], "xyz": [[2.491, -1.049, 1.912], [0.227, -0.613, 0.934], [-0.643, 0.060, -0.112], [-0.874, -0.593, -1.198], [-1.662, 0.172, -2.153], [-2.008, 1.432, -1.913], [-1.066, 1.380, 0.201], [3.016, -1.862, 1.357], [1.991, -1.288, 2.694], [3.091, -0.143, 2.012], [1.965, 0.105, 0.140], [-0.644, -1.547, -1.393], [-1.854, -0.195, -3.152], [-2.696, 2.012, -2.521], [-0.877, 1.887, 1.164], [1.590, -0.371, 0.980], [-1.753, 2.026, -0.741], [-0.295, -1.413, 1.789]]}

=====

Record 4
{"formula": "C3H2N2O2", "method": "ωB97M-V/def2-TZVPD", "smiles": "N#C[C@H]1OC=NO1", "e_above_lowest_kj_mol": 417.1, "charge": 0, "lumo_ev": 0.4, "energy_ha": -375.35266, "gap_ev": 11.69, "elements": ["C", "C", "C", "H", "H", "N", "N", "O", "O"], "xyz": [[1.447, 0.111, -0.194], [0.359, 0.275, 0.625], [-1.200, -0.024, -0.695], [0.644, 0.661, 1.672], [-1.993, 0.264, -1.458], [2.539, -0.343, -0.542], [-0.992, -1.162, -0.336], [-0.639, 1.071, 0.037], [-0.164, -0.853, 0.890]]}

=====

Record 5
{"formula": "C4H10NO", "method": "ωB97M-V/def2-TZVPD", "e_above_lowest_kj_mol": 180.8, "charge": 1, "lumo_ev": -5.3, "energy_ha": -288.09422, "gap_ev": 9.37, "elements": ["C", "C", "C", "C", "N", "H", "H", "H", "H", "H", "H", "H", "H", "H", "H", "O"], "xyz": [[-0.941, -1.085, -0.673], [0.455, -0.961, -0.117], [1.325, -1.946, 0.040], [1.999, 0.826, -0.678], [0.997, 0.367, -0.043], [-0.995, -1.829, -1.442], [-1.532, -1.541, 0.127], [-1.372, -0.131, -0.932], [2.317, -1.761, 0.442], [1.109, -3.005, 0.080], [2.386, 1.780, -0.353], [2.412, 0.419, -1.594], [0.575, 1.047, 0.578], [-2.758, 3.032, 1.299], [-3.711, 1.812, 1.059], [-2.802, 2.076, 1.218]]}